# 1
# C4H13N2O

2 unconnected molecules or ions with the total composition C4H13N2O at a distorted geometry (ωB97M-V/def2-TZVPD, OMol25).

Each line ends with the Mulliken spin population.
CARTESIAN COORDINATES (ANGSTROEM)
C1 0.1340 3.2756 0.2507  0.021
C2 -0.1875 2.0530 -0.6708  -0.059
C3 -0.6978 0.9105 0.2495  0.637
C4 -0.0320 -0.3408 0.4738  0.346
N1 -0.8637 -1.4319 1.0276  0.086
N2 -1.8547 1.0880 1.1483  0.035
H1 0.3770 2.8859 1.2662  0.005
H2 -0.6733 4.0557 0.3461  0.001
H3 1.1780 3.6762 -0.2246  -0.002
H4 0.7589 1.8230 -1.0826  -0.001
H5 -0.9931 2.2852 -1.3464  0.022
H6 0.6527 -0.6081 -0.3522  0.086
H7 -1.8512 -1.3570 0.8091  0.021
H8 -0.4583 -2.3007 0.5808  -0.090
H9 -0.8764 -1.5693 2.0596  -0.134
H10 -2.5854 1.5669 0.4325  0.008
H11 -1.7902 1.7150 1.9840  0.018
H12 3.1463 -5.2609 -2.5308  0.000
H13 3.7089 -4.1312 -1.6926  0.000
O1 2.8919 -4.4704 -2.1624  0.001

Calculated values
- ⟨S²⟩ = 0.76
- LUMO (spin up / spin down) (eV) = 0.80 / 0.52
- ΔE to the lowest compared entry with this formula, charge and spin (kcal/mol) = 74.78
- HOMO level (spin up / spin down) (eV) = -3.8 / -7.6
- spin multiplicity = 2


# 2
# C4H13N2O

2 unconnected molecules or ions with the total composition C4H13N2O at a distorted geometry (ωB97M-V/def2-TZVPD, OMol25).

Each line ends with the Löwdin charge.
CARTESIAN COORDINATES (ANGSTROEM)
C1 -0.7191 -2.5242 0.4955  -0.111
C2 -0.2203 -1.2060 1.1473  -0.224
C3 0.9739 -0.6591 0.3390  -0.188
N1 -0.9377 1.5439 -1.3988  0.176
C4 0.0243 0.6051 -1.6853  -0.114
N2 0.7747 -0.2688 -1.0654  0.063
H1 -1.0111 -2.3687 -0.6410  0.097
H2 -1.7126 -2.8692 0.8331  0.077
H3 0.0511 -3.2962 0.5147  0.072
H4 -0.9504 -0.4962 1.3367  0.067
H5 0.1339 -1.5673 2.1589  0.138
H6 1.3286 0.2184 0.8800  0.095
H7 1.8320 -1.3764 0.4383  0.146
H8 -1.5198 1.6795 -2.2196  0.127
H9 -0.9760 1.9989 -0.4665  0.119
H10 0.2027 0.4546 -2.8047  0.177
H11 1.3279 -1.0432 -1.5556  0.203
H12 -0.2992 2.1453 2.4183  0.052
H13 0.8104 2.9126 1.7331  0.071
O1 0.1963 2.1734 1.6056  -0.042

Calculated values
- net charge = +1
- LUMO (eV) = -3.42
- ΔE to the lowest compared entry with this formula, charge and spin (kcal/mol) = 47.67
- HOMO level (eV) = -14.8
- spin multiplicity = 1


# 3
# C4H13N2O

2 unconnected molecules or ions with the total composition C4H13N2O at a distorted geometry (ωB97M-V/def2-TZVPD, OMol25).

Each line ends with the Löwdin charge.
CARTESIAN COORDINATES (ANGSTROEM)
C1 -3.0508 -0.3034 0.3626  0.016
C2 -1.7306 -0.9916 0.4904  -0.534
O1 -0.6862 -0.3282 0.6587  -0.044
N1 -1.6701 -2.3210 0.6617  0.188
H1 -3.7780 -0.8489 0.9709  0.098
H2 -3.4805 -0.3732 -0.6127  0.082
H3 -0.7709 -2.7145 0.8774  0.120
H4 -2.4268 -2.9505 0.4525  0.123
H5 -2.9109 0.7214 0.6871  0.095
C3 2.3917 0.8422 -0.6970  -0.188
C4 2.2159 1.6788 0.5348  -0.058
N2 1.0665 0.2721 -1.1980  0.163
H6 2.9076 1.2485 -1.5687  0.126
H7 3.0198 -0.0453 -0.6093  0.126
H8 2.4168 2.7362 0.4182  0.085
H9 2.9666 1.4009 1.2776  0.094
H10 0.3417 0.9841 -1.2388  0.159
H11 0.7427 -0.3254 -0.3976  0.113
H12 1.2234 -0.2767 -2.0212  0.155
H13 1.2121 1.5945 0.9513  0.079

Calculated values
- net charge = +1
- LUMO (eV) = -3.04
- ΔE to the lowest compared entry with this formula, charge and spin (kcal/mol) = 16.08
- HOMO level (eV) = -14.2
- spin multiplicity = 1


# 4
# C4H13N2O

2 unconnected molecules or ions with the total composition C4H13N2O at a distorted geometry (ωB97M-V/def2-TZVPD, OMol25).

Each line ends with the Löwdin charge.
CARTESIAN COORDINATES (ANGSTROEM)
C1 0.7034 0.7499 1.4337  -0.014
C2 -0.0640 -1.4188 1.9051  0.003
C3 1.0380 -0.9874 -0.2638  0.040
C4 -0.8550 1.0434 -3.1949  -0.242
N1 -1.1111 -0.2498 0.2656  0.248
N2 0.1873 -0.4293 0.8174  -0.458
O1 -0.5895 1.3250 -1.9691  -0.046
H1 1.6951 0.5126 1.6643  0.097
H2 0.6463 1.6667 0.7171  0.162
H3 0.2951 0.9860 2.3779  0.103
H4 -0.1539 -2.5422 1.5307  0.170
H5 0.7165 -1.3626 2.5089  0.043
H6 -0.9519 -1.1613 2.5685  0.144
H7 0.4014 -1.5007 -0.9332  0.097
H8 1.4520 -0.1504 -0.7738  0.095
H9 1.7645 -1.6776 0.2080  0.133
H10 -1.5701 0.2015 -3.2681  0.133
H11 0.0768 0.6131 -3.7910  0.144
H12 -1.2653 1.8616 -3.7080  0.069
H13 -1.4514 0.6674 -0.0013  0.080

Calculated values
- net charge = +1
- LUMO (spin up / spin down) (eV) = -5.56 / -5.37
- ΔE to the lowest compared entry with this formula, charge and spin (kcal/mol) = 189.41
- HOMO level (spin up / spin down) (eV) = -14.3 / -13.8
- spin multiplicity = 1


# 5
# C4H13N2O

2 unconnected molecules or ions with the total composition C4H13N2O at a distorted geometry (ωB97M-V/def2-TZVPD, OMol25).

Each line ends with the Mulliken spin population.
CARTESIAN COORDINATES (ANGSTROEM)
C1 -2.1422 0.3452 -0.1779  0.141
C2 0.5468 0.4115 1.5084  -0.025
C3 -0.7480 -0.3111 -0.5154  -0.014
C4 0.3488 0.5505 -0.0024  0.717
N1 0.8058 1.5158 -0.7064  0.283
N2 -0.6712 -1.5172 0.2084  0.751
O1 2.3742 -0.7663 -0.4162  0.015
H1 -2.1169 1.4086 -0.2423  0.011
H2 -2.5100 0.2181 0.7763  0.000
H3 -2.8512 0.0234 -0.8971  -0.002
H4 0.8698 1.2966 2.0137  -0.002
H5 1.1447 -0.4719 1.6967  0.023
H6 -0.4796 0.2218 1.7456  0.028
H7 -0.7692 -0.3813 -1.5974  0.080
H8 1.3366 2.2485 -0.2133  0.005
H9 0.5565 1.5311 -1.7660  0.004
H10 -1.2812 -2.2967 -0.0554  -0.010
H11 2.7849 -0.6447 -1.3022  0.003
H12 0.2711 -1.7933 0.0442  -0.007
H13 2.5305 -1.5885 -0.1013  -0.001

Calculated values
- ⟨S²⟩ = 2.01
- net charge = +1
- LUMO (spin up / spin down) (eV) = -3.18 / -8.63
- ΔE to the lowest compared entry with this formula, charge and spin (kcal/mol) = 22.16
- HOMO level (spin up / spin down) (eV) = -9.1 / -14.8
- spin multiplicity = 3


# 6
# C4H13N2O

2 unconnected molecules or ions with the total composition C4H13N2O at a distorted geometry (ωB97M-V/def2-TZVPD, OMol25).

Each line ends with the Mulliken spin population.
CARTESIAN COORDINATES (ANGSTROEM)
C1 0.4526 -1.7764 1.5500  0.000
C2 -0.7877 -1.0902 2.0801  -0.001
N1 -0.8397 0.3408 1.5746  0.002
H1 0.4744 -2.8012 1.9159  0.000
H2 0.4701 -1.8267 0.4582  0.001
H3 1.3556 -1.2668 1.8901  0.000
H4 -1.7059 -1.5586 1.7318  0.000
H5 -0.7946 -1.0381 3.1660  0.000
H6 -0.0019 0.8725 1.8237  0.001
H7 -1.6314 0.8465 1.9860  0.000
H8 -0.9530 0.4047 0.5453  -0.001
C3 0.7845 2.0370 -1.9153  0.076
C4 -0.0399 0.7685 -1.8691  -0.021
N2 0.4094 -0.3205 -2.4210  0.031
O1 -1.1663 0.7917 -1.2681  0.889
H9 1.4685 1.9879 -2.7623  0.017
H10 1.3557 2.1246 -0.9882  -0.001
H11 0.1368 2.9078 -2.0166  0.001
H12 1.2106 -0.2689 -3.0382  0.000
H13 -0.1978 -1.1348 -2.4431  0.004

Calculated values
- ⟨S²⟩ = 0.75
- net charge = +2
- LUMO (spin up / spin down) (eV) = -8.26 / -13.35
- ΔE to the lowest compared entry with this formula, charge and spin (kcal/mol) = 30.37
- HOMO level (spin up / spin down) (eV) = -20.5 / -20.5
- spin multiplicity = 2


- What is the formula in the fourth record?
  C4H13N2O


- What is the spin multiplicity in the fourth record?
  1